No. 1
DFT (the ωB97M-V functional and the def2-TZVPD basis) results for one molecule with the formula C4H9NO.

Each line ends with the natural charge from an NBO analysis.
Positions of all 15 atoms, in Å:
C 1.36483 0.51356 0.82891  -0.418
C -1.62771 -0.93508 0.66326  -0.656
N 0.97035 0.04797 -0.48748  -0.182
C -1.45143 0.03150 -0.46300  -0.233
C -0.29304 0.46170 -0.94809  -0.046
O 1.98163 0.42711 -1.42472  -0.589
H 2.31924 -0.39904 -1.79444  0.473
H 0.57234 0.28444 1.53381  0.209
H 1.55717 1.59234 0.83982  0.183
H 2.27550 -0.01085 1.11957  0.203
H -0.72806 -1.52878 0.80418  0.216
H -1.85714 -0.41481 1.59513  0.215
H -2.46053 -1.60288 0.44899  0.218
H -0.26425 1.12254 -1.80616  0.204
H -2.35888 0.41029 -0.90977  0.205

Values from the calculation:
- charge = 0
- SMILES string = C/C=C\N(C)O
- HOMO (eV) = -8.27
- relative energy (zero: lowest compared OMol25 entry of this formula, charge and spin) (kcal/mol) = 71.88
- multiplicity = 1
- total energy (eV) = -7829.2029

No. 2
DFT (the ωB97M-V functional and the def2-TZVPD basis) results for one molecule with the formula C4H9NO.

Each line ends with the natural charge from an NBO analysis.
Positions of all 15 atoms, in Å:
C -0.25579 -1.48647 -0.23913  0.516
N 0.17339 -0.22150 -0.60797  -0.461
C -0.53128 0.92860 -0.14060  -0.200
C -1.13223 0.64159 1.23519  -0.638
C 1.63627 -0.28201 -1.10014  -0.407
O -1.49209 -1.82549 -0.18931  -0.616
H 0.52199 -2.19992 0.12278  0.128
H 0.27531 1.74943 -0.06775  0.188
H -1.35846 1.31075 -0.61484  0.202
H -0.41431 0.38808 1.97633  0.206
H -2.02647 -0.01785 1.16009  0.251
H -1.35381 1.63742 1.71597  0.210
H 1.96119 0.75749 -0.71696  0.199
H 1.83253 -0.40425 -2.14938  0.214
H 2.16376 -0.97587 -0.38428  0.209

Values from the calculation:
- charge = 0
- SMILES string = CCN(C)C=O
- HOMO (eV) = -9.28
- relative energy (zero: lowest compared OMol25 entry of this formula, charge and spin) (kcal/mol) = 56.61
- multiplicity = 1
- total energy (eV) = -7829.8650